Record 1
The following is a quantum chemistry calculation of a 9-piece molecular cluster, C4H26O9 overall at a distorted geometry, from the OMol25 dataset.

Each line ends with the Löwdin charge.
CARTESIAN COORDINATES (ANGSTROEM)
H -7.17877 17.25102 25.41317  0.07
O -8.41737 13.42882 26.53385  -0.06
O -5.53357 11.87219 26.36311  -0.01
H -5.51550 12.65907 25.81840  0.01
C -2.94975 13.03563 27.82904  -0.34
H -6.38989 17.83563 24.26087  0.06
H -5.36058 15.35875 25.00478  0.02
H -2.35246 17.04298 26.73550  0.04
H -3.09103 15.88108 27.36510  0.02
H -3.68974 13.83378 27.77016  0.09
O -7.25183 16.22357 20.21949  -0.11
H -4.77173 16.25238 21.25458  0.08
O -8.81646 15.33842 24.42812  -0.05
H -2.39560 13.06907 26.89101  0.10
H -1.23246 13.86965 28.57135  0.06
O -3.56115 11.73855 27.95073  -0.09
H -5.99959 17.36336 21.94347  0.07
H -1.30789 12.32227 29.25160  0.08
O -5.13488 14.56011 25.48171  -0.03
H -5.48176 15.98801 22.84830  0.03
C -6.78071 15.38572 21.26737  -0.26
H -3.40467 11.54063 23.09726  0.03
H -7.64224 15.24073 21.91917  0.10
H -8.17570 16.40267 20.40924  0.08
H -8.12278 15.98420 24.29394  -0.03
C -5.69297 16.32324 21.83286  -0.08
H -9.58165 15.71420 23.99279  0.06
H -2.42576 13.57466 29.81664  0.08
O -2.40048 16.08699 26.73504  -0.05
H -5.62250 11.15099 25.74005  0.08
H -4.20135 14.43459 25.31139  0.03
C -1.95571 13.13958 28.93467  -0.09
O -3.42933 12.49686 23.13258  -0.05
O -7.19754 17.36324 24.46276  -0.03
H -7.46703 13.35741 26.62318  -0.01
H -2.72285 12.73311 23.73366  0.03
H -4.23739 11.67284 27.27250  -0.02
H -8.54560 14.09717 25.86073  -0.03
H -6.33943 14.49813 20.81397  0.11

ΔE to the lowest compared entry with this formula, charge and spin: 261.7 kJ/mol
HOMO energy: -9.5 eV
Charge: 0


Record 2
The following is a quantum chemistry calculation of a 9-piece molecular cluster, C4H27N2O9 overall at a distorted geometry, from the OMol25 dataset.

Each line ends with the Löwdin charge.
CARTESIAN COORDINATES (ANGSTROEM)
H -1.05528 2.96377 0.09278  0.08
O 2.34021 -0.96349 0.76844  0.02
C -1.73069 0.97816 0.10203  -0.12
H 0.25844 -2.73909 -0.72358  0.12
O 0.67883 0.92777 1.93214  -0.08
O -1.96731 -3.18150 -1.46768  -0.05
H 0.06440 4.07647 1.64753  0.10
O 1.89196 1.87864 -0.82895  -0.06
H 0.53446 0.37998 1.12464  0.02
H 0.08147 1.85232 -0.45059  0.08
O 0.34315 -2.85539 2.85578  -0.07
H 0.52016 -0.46120 -1.25548  0.11
H -2.29596 -3.93484 -0.96587  0.06
C 1.66918 -1.97545 0.71114  -0.22
H 0.32947 1.19231 -3.28468  0.01
H 1.58816 0.71154 2.19446  0.10
H 0.30001 -3.49591 3.56668  0.05
H 2.89976 0.01316 -3.25431  0.08
H -0.38231 -2.36153 0.82728  0.11
H -1.53434 0.90779 1.16590  0.10
H -2.79103 1.22404 0.02271  0.14
H -2.07418 -1.09532 -0.13897  0.11
H -0.98388 1.51297 -4.02129  0.08
N -0.00694 -0.62796 -0.41158  -0.06
H 2.08226 -2.90133 1.13075  0.12
C -1.44069 -0.34292 -0.60001  -0.18
H -1.68254 -0.32485 -1.66140  0.11
H -0.80339 -0.11165 4.50277  0.07
O -0.59476 1.42732 -3.13610  -0.04
H 2.84255 1.28943 -4.03857  0.09
H -1.18842 2.28984 -1.44839  0.13
O -0.86068 -0.53562 3.63927  -0.06
N -0.92555 2.11706 -0.47047  0.14
O 2.37179 0.81456 -3.33786  -0.03
H 2.14360 1.64227 -1.74710  0.01
H -2.23164 -3.38063 -2.38134  0.06
C 0.30205 -1.98211 0.07157  -0.17
H 2.39174 1.27072 -0.26990  0.04
H -0.36595 0.04158 3.02169  0.00
H -0.12868 -2.07066 3.22079  0.01
O -0.52108 3.31989 1.49148  -0.05
H -0.06836 2.50986 1.80427  0.03

ΔE to the lowest compared entry with this formula, charge and spin: 114.8 kJ/mol
HOMO energy: -12.6 eV
Charge: +1


Record 3
The following is a quantum chemistry calculation of a 8-piece molecular cluster, C4H27N3O7S overall at a distorted geometry, from the OMol25 dataset.

Each line ends with the Löwdin charge.
CARTESIAN COORDINATES (ANGSTROEM)
H 0.74046 -2.67147 2.88358  0.06
O -4.20403 1.96202 -1.33682  -0.07
H -3.94634 2.85748 -1.09006  0.03
H 1.95975 0.54416 2.28064  0.11
O 0.55455 -1.34377 -2.12347  -0.04
N 1.00512 0.83203 2.22554  -0.06
N 1.08822 2.02722 0.07550  0.03
O -3.60387 -0.94520 -1.45755  -0.06
H -0.40356 2.13290 1.52171  0.09
C 0.67444 2.01802 1.47592  -0.29
H 1.06226 2.87618 2.01768  0.12
H 4.52817 -1.57733 -0.51347  0.01
H 0.37217 -0.89718 0.49403  0.10
H 0.21289 2.09778 -2.96480  0.05
O -1.77269 3.06914 -0.58332  -0.06
H -0.91223 2.13588 -4.00286  0.06
C 0.86223 -2.50209 1.82592  -0.54
H 1.92119 -2.25573 1.84309  0.06
C -0.02620 -1.36311 1.39656  -0.45
H -3.33603 1.59457 -1.53975  0.01
H -0.96867 0.28547 2.43882  0.11
S 0.71765 -4.07498 0.93661  0.70
H -1.98947 -1.98166 1.79944  0.09
H 0.91212 1.21070 -0.46862  0.03
O 2.95218 -0.02179 -1.27000  -0.06
H 3.08793 0.06852 -2.21604  0.05
C 0.00733 -0.20761 2.41391  -0.19
H 2.08860 2.16773 0.08861  0.06
H 4.16024 -1.26649 0.91451  0.00
H -1.33673 2.68495 -1.36087  -0.01
H -0.57239 -3.90020 0.62187  -0.16
H -1.78954 -1.16441 0.34430  0.05
H 0.78591 -1.91086 -2.85932  0.06
H -0.26501 -1.61393 -1.70453  0.04
H 2.14998 -0.54723 -1.12344  0.00
H -4.07111 -0.09955 -1.38830  0.00
O 4.88844 -1.58729 0.37889  -0.06
H -4.29991 -1.60555 -1.50583  0.04
N -1.37756 -1.77008 1.02485  0.03
H 0.01880 -0.46449 3.48042  0.12
H -1.17842 2.81857 0.12597  -0.01
O -0.69689 2.38870 -3.09937  -0.04

ΔE to the lowest compared entry with this formula, charge and spin: 0.0 kJ/mol
HOMO energy: -8.5 eV
Charge: 0


Record 4
The following is a quantum chemistry calculation of a 9-piece molecular cluster, C4H27NO8 overall at a distorted geometry, from the OMol25 dataset.

Each line ends with the Löwdin charge.
CARTESIAN COORDINATES (ANGSTROEM)
H -1.32515 -3.35038 1.69895  0.01
H -0.97256 1.33991 0.66810  0.04
C 1.36149 -1.27361 1.36838  -0.11
H -1.88061 -1.30197 0.66234  0.09
O 1.90850 0.34279 -3.47552  -0.05
C -0.97096 -0.80885 0.98375  -0.45
C -1.29773 -0.33600 2.41393  -0.06
H -1.04654 -1.13747 3.10195  0.06
O 1.34298 2.30250 1.71650  -0.06
C -0.86679 0.45367 0.05936  -0.05
H 1.27619 -1.31283 2.45846  0.08
O 2.78995 2.41082 -0.73237  -0.07
N 0.10625 -1.78778 0.83687  -0.09
H 1.10292 -1.08431 -2.76672  0.01
H 0.52803 2.77922 1.92910  0.02
H -1.79302 4.23812 1.04417  0.06
H -2.28211 -3.05762 -1.62901  0.04
O 0.51871 -1.86273 -2.67359  -0.06
O -0.95999 3.79657 1.24219  -0.05
H -0.74634 0.57002 2.68057  0.06
H 2.73856 0.26549 -3.95992  0.08
H -1.21132 -2.08449 -2.15243  0.00
H 2.06366 1.04767 -2.82522  0.05
O -0.47858 1.67484 -2.83046  -0.06
H 1.50848 -0.21354 1.13677  0.05
H 2.22195 -1.88139 1.11396  0.08
H -1.74659 0.46175 -0.59286  0.07
O -2.05752 -2.12221 -1.65848  -0.07
H -2.30778 -3.28595 2.86084  0.03
H -0.01690 1.15756 -3.49820  0.01
H 2.35479 2.06841 0.06752  -0.01
H -1.20243 1.08555 -2.58316  0.03
H 1.53403 1.50725 2.21438  0.04
H -0.01006 0.41223 -0.61163  0.06
H -2.35228 -0.06207 2.44708  0.08
O -1.41608 -3.57515 2.63485  -0.07
H 0.93998 -2.63701 -3.05180  0.06
H 0.19082 -1.94907 -0.16058  0.07
H 2.92206 3.34836 -0.54851  0.04
H -0.46801 3.86168 0.41047  0.06

ΔE to the lowest compared entry with this formula, charge and spin: 133.1 kJ/mol
HOMO energy: -8.5 eV
Charge: 0


Record 5
The following is a quantum chemistry calculation of a 10-piece molecular cluster, C4H27O11 overall at a distorted geometry, from the OMol25 dataset.

Each line ends with the Löwdin charge.
CARTESIAN COORDINATES (ANGSTROEM)
H -1.17336 -0.06711 -3.52948  0.00
H -2.94710 -0.43266 1.79394  0.11
H -0.87634 -4.04977 1.71955  0.00
O 2.84455 3.05630 -1.78828  -0.05
H -0.96699 0.75115 1.01085  0.10
H 1.78586 -3.10099 0.28196  0.01
H 1.74570 -1.76710 1.49619  -0.02
O 0.96676 -1.38803 -2.08195  -0.11
H -3.32328 -1.71964 0.68629  0.09
O 0.84536 3.51891 2.90096  -0.13
H -2.27080 1.96311 0.38976  0.12
H 1.83847 -1.40728 -2.46062  0.04
H 2.86763 -1.55455 -0.79829  0.02
H 2.15586 -2.11852 3.05683  0.03
O 1.87452 -1.39867 2.49403  -0.16
H -4.54421 0.78243 0.53910  0.03
O 3.26253 -0.68827 -1.04712  -0.08
H 1.95108 3.26676 -2.11346  0.04
H -0.55720 2.76351 -1.06229  0.12
O -0.30825 1.17337 -2.16337  -0.11
C -3.09763 -0.69105 0.76811  -0.18
C -1.53620 1.15626 0.14688  -0.17
H -2.74290 -0.10434 -1.24370  0.11
H 1.56667 0.28454 2.23024  0.01
H 1.57894 3.18675 2.36815  0.01
O -4.47185 -0.15245 0.44035  -0.13
C -0.48953 1.65105 -0.86379  -0.28
H 0.24145 0.37007 -2.21159  0.05
H -0.52785 -1.36284 -2.90263  0.00
O -1.33081 -0.99069 -3.35651  -0.10
H -1.44679 -0.90988 -0.39049  0.11
H 0.27956 2.84183 2.41635  0.03
H 0.01437 -2.73200 1.32888  -0.02
O 1.24355 -2.31767 0.30020  -0.31
H 2.86980 -0.19185 -0.31568  0.04
H 1.16098 -1.81024 -1.17887  0.00
C -2.19047 -0.12124 -0.31528  -0.20
H 0.53482 1.80030 -0.39096  0.11
O 1.06455 1.09622 2.46949  -0.09
H 3.07553 2.14950 -1.81719  0.00
H 0.89620 0.91179 3.37553  0.04
O -0.80345 -3.10956 1.76159  -0.10

ΔE to the lowest compared entry with this formula, charge and spin: 272.8 kJ/mol
HOMO energy: -6.9 eV
Charge: -1


Record 6
The following is a quantum chemistry calculation of a 15-piece molecular cluster, C4H28BO22 overall at a distorted geometry, from the OMol25 dataset.

Each line ends with the Löwdin charge.
CARTESIAN COORDINATES (ANGSTROEM)
H 28.29636 11.24288 -22.88320  0.01
O 28.91947 4.94083 -26.10990  -0.06
H 31.21057 6.60702 -24.29398  -0.02
C 28.76100 13.26697 -26.69731  -0.37
B 29.24549 11.21463 -25.85692  -0.84
H 32.18027 8.83970 -25.23730  0.05
O 32.26601 8.39875 -24.37944  -0.03
O 27.59431 13.30518 -30.41633  -0.05
O 26.62731 6.92232 -25.88396  -0.05
C 29.55642 8.92708 -25.98869  -0.39
O 26.70491 16.90715 -28.49853  -0.07
O 28.49278 10.56491 -24.75123  0.22
O 27.71364 6.92123 -28.63806  -0.08
H 32.83937 14.96698 -23.31298  0.03
O 27.97540 11.80360 -22.15865  -0.06
H 27.24965 17.07301 -29.27351  0.01
H 30.07354 16.49266 -29.37865  0.05
O 29.92809 10.07994 -26.53227  0.22
H 28.82128 15.49502 -23.67348  0.04
H 25.82120 6.45308 -25.64576  0.05
H 27.56220 7.76991 -29.07612  0.00
H 25.51944 7.53220 -22.92944  0.05
O 29.54152 16.08204 -23.93073  -0.06
O 29.89735 7.83618 -26.32072  0.17
H 30.22942 5.44203 -24.41744  0.00
H 32.52365 10.49419 -24.17162  -0.01
H 28.04701 4.67806 -25.80629  0.03
H 32.15587 15.16402 -24.66162  -0.01
O 28.37266 11.99633 -26.73719  0.24
H 28.10247 10.28151 -28.69304  0.04
O 29.34933 15.86084 -29.30116  -0.05
H 27.34849 7.03680 -27.74638  -0.02
H 27.34381 16.77682 -27.79162  0.01
O 32.90018 15.47934 -24.12562  -0.07
O 30.30942 12.14712 -25.42998  0.26
H 33.53030 11.60339 -24.50295  0.04
H 29.48614 15.43603 -28.44032  0.02
H 33.20946 8.20907 -24.29601  0.07
H 28.82029 5.87880 -26.33386  -0.01
O 32.98707 11.25294 -23.78768  -0.06
H 26.66654 7.66925 -25.26736  0.01
O 28.11808 8.46467 -24.06989  0.15
C 28.59894 9.26784 -24.82756  -0.37
C 30.11262 13.31120 -25.95768  -0.38
H 26.75303 10.13061 -27.99770  0.05
O 28.18113 14.21200 -27.11573  0.17
H 27.31599 11.26364 -21.71222  0.03
H 29.86981 15.71930 -24.76869  0.00
O 27.25176 9.83179 -28.76711  -0.04
O 25.01710 7.98737 -23.61736  -0.05
H 28.03036 13.52046 -29.58268  0.00
O 30.93308 5.79163 -23.84961  -0.08
H 27.91054 12.42453 -30.64641  0.03
O 30.84475 14.26365 -25.94305  0.13
H 24.15396 8.15796 -23.22470  0.04

ΔE to the lowest compared entry with this formula, charge and spin: 70.7 kJ/mol
HOMO energy: -8.1 eV
Charge: -1


Question: Which of these has the highest charge?
Answer: C4H27N2O9